Record 1
The following is a DFT calculation (the ωB97M-V functional and the def2-TZVPD basis) of a molecular structure, C44H54F3HgN13O3PS.

Structure (ORCA input):
```
! RIJCOSX wB97M-V def2-TZVPD def2/J DEFGRID3
* xyz -2 2
Hg 0.436 -0.323 -0.681
N -2.743 1.066 -3.366
C -3.446 -0.026 -2.930
C -2.596 -0.712 -2.125
N -1.387 -0.058 -2.063
C -1.498 1.027 -2.821
C 0.906 1.927 -2.801
N 1.573 0.969 -2.166
C 2.894 1.348 -2.159
C 3.032 2.540 -2.793
N 1.771 2.886 -3.201
H -3.069 1.828 -3.941
H -4.460 -0.225 -3.229
H -2.776 -1.615 -1.564
H 3.654 0.723 -1.720
H 3.889 3.163 -2.976
H 1.452 3.722 -3.667
F -4.718 7.533 -6.208
C -5.199 6.369 -5.674
F -5.936 5.818 -6.680
F -6.081 6.749 -4.725
C -4.147 5.466 -5.172
C -3.432 4.658 -6.058
C -2.420 3.844 -5.613
C -2.036 3.809 -4.236
C -2.782 4.655 -3.354
C -3.797 5.451 -3.815
C -0.890 3.169 -3.803
C -0.516 2.064 -3.139
H -3.682 4.674 -7.112
H -1.886 3.207 -6.308
H -2.515 4.659 -2.305
H -4.343 6.080 -3.123
N 1.040 -2.131 0.126
P 1.013 -2.553 1.598
N -0.508 -2.604 2.349
C -1.616 -2.997 1.487
C -2.754 -1.983 1.563
C -3.244 -1.880 3.007
C -2.073 -1.520 3.919
C -0.904 -2.493 3.739
N 1.542 -4.169 1.826
C 2.721 -4.518 1.042
C 2.342 -5.166 -0.290
C 1.468 -6.394 -0.040
C 0.234 -5.994 0.769
C 0.668 -5.296 2.062
N 2.096 -1.812 2.656
C 2.407 -2.280 3.992
C 3.901 -2.576 4.141
C 4.734 -1.358 3.740
C 4.368 -0.945 2.315
C 2.871 -0.649 2.250
H -2.008 -3.987 1.783
H -1.230 -3.070 0.468
H -3.572 -2.291 0.904
H -2.384 -1.010 1.224
H -3.679 -2.841 3.308
H -4.019 -1.116 3.091
H -2.383 -1.528 4.968
H -1.738 -0.517 3.667
H -1.219 -3.485 4.114
H -0.059 -2.156 4.336
H 3.352 -5.207 1.625
H 3.276 -3.598 0.854
H 3.243 -5.441 -0.847
H 1.791 -4.420 -0.868
H 2.040 -7.143 0.522
H 1.168 -6.848 -0.989
H -0.375 -6.871 1.009
H -0.374 -5.301 0.182
H 1.207 -6.022 2.690
H -0.204 -4.956 2.622
H 1.842 -3.191 4.183
H 2.122 -1.517 4.733
H 4.154 -3.418 3.490
H 4.110 -2.860 5.176
H 5.800 -1.585 3.822
H 4.514 -0.526 4.416
H 4.603 -1.761 1.624
H 4.925 -0.056 2.008
H 2.581 -0.383 1.235
H 2.648 0.206 2.903
C -0.810 -4.170 -5.424
C 0.205 -3.464 -4.590
C 1.579 -3.540 -4.572
C 1.992 -2.661 -3.543
N 0.947 -2.093 -2.978
N -0.121 -2.586 -3.616
C 3.379 -2.345 -3.091
H -0.313 -4.701 -6.233
H -1.527 -3.468 -5.852
H -1.365 -4.898 -4.827
H 2.204 -4.145 -5.209
H -1.034 -2.252 -3.352
H 4.050 -3.179 -3.296
H 3.363 -2.138 -2.020
H 3.756 -1.459 -3.607
O -0.238 9.284 4.175
S -1.398 8.460 3.841
O -1.697 8.412 2.417
O -2.566 8.702 4.683
C -0.861 6.779 4.314
N -0.605 6.647 5.620
C -0.169 5.444 5.995
C -0.007 4.392 5.125
C -0.336 4.613 3.766
N -0.751 5.851 3.391
C -0.252 3.593 2.769
C -0.522 3.848 1.393
C -0.410 2.860 0.461
N -0.071 1.560 0.743
C 0.145 1.308 2.060
C 0.087 2.237 3.057
H 0.059 5.332 7.053
H 0.361 3.440 5.483
H -0.813 4.851 1.108
H -0.592 3.070 -0.589
H 0.360 0.281 2.299
H 0.280 1.910 4.072
*
```

- HOMO-LUMO gap (spin up / spin down): 3.3 / 5.9 eV
- LUMO energy (spin up / spin down): 3.2 / 3.2 eV

Record 2
The following is a DFT calculation (the ωB97M-V functional and the def2-TZVPD basis) of a molecular structure, C44H55BBiCl2N8OS5Te.

Structure (ORCA input):
```
! RIJCOSX wB97M-V def2-TZVPD def2/J DEFGRID3
* xyz -1 1
Bi 0.939 0.984 1.466
C 3.081 -0.235 -3.012
C 1.628 -0.251 -2.672
C 0.670 0.082 -3.571
C -0.691 0.068 -3.192
N -1.040 -0.194 -1.966
N -0.101 -0.489 -1.057
B -0.623 -0.567 0.423
N -0.560 -2.046 0.930
N -0.116 -2.903 0.001
C 0.201 -4.117 0.339
C 0.083 -4.552 1.676
C -0.454 -3.721 2.608
C -0.612 -4.132 4.036
C -0.851 -2.409 2.199
S -1.676 -1.359 3.261
C 0.744 -5.027 -0.752
C -0.137 -6.279 -0.845
C 2.180 -5.420 -0.383
C 0.756 -4.313 -2.102
N -2.093 -0.090 0.506
N -2.939 -1.073 0.139
C -4.214 -0.930 0.306
C -4.747 0.312 0.744
C -3.915 1.307 1.126
C -4.419 2.622 1.626
C -2.497 1.049 1.106
S -1.474 2.146 1.878
C -5.083 -2.153 0.020
C -6.386 -2.082 0.823
C -5.414 -2.205 -1.475
C -4.326 -3.423 0.420
C 1.220 -0.605 -1.347
S 2.350 -1.123 -0.186
C -1.793 0.375 -4.197
C -1.535 -0.410 -5.491
C -1.796 1.877 -4.500
C -3.152 -0.030 -3.636
H 3.229 0.094 -4.040
H 3.526 -1.221 -2.873
H 3.606 0.436 -2.330
H 0.952 0.370 -4.576
H 0.402 -5.547 1.959
H -0.263 -5.155 4.178
H -1.653 -4.049 4.350
H -0.042 -3.458 4.679
H -0.147 -6.837 0.093
H 0.239 -6.943 -1.627
H -1.166 -6.009 -1.090
H 2.225 -5.957 0.566
H 2.807 -4.531 -0.297
H 2.599 -6.067 -1.156
H -0.245 -3.990 -2.391
H 1.140 -4.997 -2.863
H 1.394 -3.430 -2.067
H -5.818 0.462 0.796
H -5.502 2.679 1.519
H -3.948 3.444 1.084
H -4.152 2.751 2.677
H -7.052 -1.297 0.460
H -6.190 -1.906 1.882
H -6.917 -3.031 0.729
H -5.836 -1.259 -1.823
H -6.141 -2.997 -1.673
H -4.514 -2.406 -2.053
H -4.153 -3.446 1.498
H -3.358 -3.472 -0.075
H -4.914 -4.301 0.141
H -0.665 -0.036 -6.031
H -2.398 -0.319 -6.154
H -1.377 -1.470 -5.281
H -0.827 2.211 -4.878
H -2.025 2.448 -3.602
H -2.552 2.105 -5.255
H -3.192 -1.105 -3.466
H -3.935 0.240 -4.349
H -3.353 0.459 -2.684
C 1.393 5.920 2.718
C 1.093 4.644 1.977
N 1.703 3.546 2.258
N 2.829 3.636 3.028
C 3.303 2.777 3.827
S 2.800 1.357 4.761
S 5.006 3.070 4.322
C 5.609 4.110 2.961
C 5.882 3.347 1.693
C 5.019 3.406 0.605
C 5.276 2.669 -0.543
C 6.411 1.875 -0.620
C 7.280 1.808 0.462
C 7.012 2.535 1.609
C 0.103 4.670 0.884
C -0.867 5.680 0.915
C -1.833 5.836 -0.060
C -1.812 4.964 -1.151
C -0.869 3.969 -1.226
C 0.102 3.737 -0.213
O 0.894 2.729 -0.336
H 2.366 5.838 3.200
H 0.648 6.081 3.501
H 1.378 6.784 2.055
H 6.538 4.523 3.361
H 4.902 4.921 2.801
H 4.125 4.012 0.663
H 4.570 2.703 -1.363
H 6.615 1.301 -1.515
H 8.162 1.182 0.414
H 7.677 2.463 2.462
H -0.877 6.361 1.758
H -2.572 6.623 0.015
H -2.545 5.070 -1.945
H -0.845 3.278 -2.059
Te 0.650 0.093 4.177
Cl 5.903 -2.193 2.491
C 4.338 -1.588 3.077
Cl 3.293 -2.894 3.652
H 3.839 -1.092 2.253
H 4.511 -0.901 3.898
*
```

- HOMO-LUMO gap: 6.2 eV
- LUMO energy: 2.1 eV

Record 3
The following is a DFT calculation (the ωB97M-V functional and the def2-TZVPD basis) of a molecular structure, C44H55ClCsGeN3O5PS.

Structure (ORCA input):
```
! RIJCOSX wB97M-V def2-TZVPD def2/J DEFGRID3
* xyz -2 2
Cs 11.320 13.065 16.015
C 15.099 13.784 16.044
C 14.951 13.410 17.542
C 15.517 14.518 18.356
C 15.747 12.108 17.721
O 13.498 13.298 17.717
Ge 12.791 12.280 19.076
O 11.132 13.023 19.263
C 10.785 14.159 20.023
C 11.198 15.369 19.209
C 9.302 14.137 20.218
C 11.490 14.125 21.371
O 12.316 10.697 18.154
C 12.516 9.317 18.523
C 11.233 8.668 18.000
C 12.737 9.190 20.068
C 13.730 8.766 17.814
H 16.173 13.872 15.787
H 14.512 14.656 15.828
H 14.733 12.933 15.410
H 16.583 14.505 18.143
H 15.386 14.209 19.407
H 15.027 15.539 18.217
H 16.823 12.183 17.475
H 15.217 11.348 17.117
H 15.664 11.784 18.787
H 10.653 15.467 18.285
H 12.269 15.436 18.950
H 10.985 16.301 19.771
H 8.674 14.435 19.378
H 8.998 14.863 20.998
H 8.880 13.148 20.387
H 12.550 14.346 21.262
H 11.446 13.203 21.944
H 11.055 14.895 22.060
H 10.228 9.076 18.372
H 11.285 7.618 18.352
H 11.185 8.720 16.939
H 11.902 9.594 20.591
H 13.667 9.757 20.216
H 12.879 8.153 20.387
H 13.663 8.809 16.719
H 13.843 7.682 17.998
H 14.615 9.355 18.157
O 5.067 19.037 18.785
N 5.687 20.072 18.049
C 6.599 19.645 17.252
C 7.224 20.618 16.354
C 7.380 21.885 16.946
C 7.893 22.964 16.221
C 8.252 22.753 14.900
C 7.904 21.579 14.267
C 7.501 20.466 15.013
P 7.388 18.863 14.127
C 6.960 19.109 12.314
C 6.356 20.337 11.868
C 6.025 20.510 10.553
C 6.481 19.529 9.619
C 7.138 18.375 10.049
C 7.216 18.104 11.402
C 8.998 18.144 14.357
C 9.112 16.764 14.017
C 10.409 16.280 13.732
C 11.471 17.193 13.677
C 11.428 18.437 14.287
C 10.214 18.938 14.634
H 4.242 19.523 19.070
H 7.007 18.640 17.377
H 7.110 21.931 18.045
H 7.995 23.954 16.641
H 8.898 23.464 14.343
H 7.991 21.463 13.241
H 5.967 21.117 12.579
H 5.452 21.429 10.235
H 6.278 19.744 8.571
H 7.535 17.740 9.241
H 7.581 17.164 11.739
H 8.185 16.182 13.857
H 10.579 15.274 13.348
H 12.414 16.854 13.203
H 12.311 19.026 14.494
H 10.065 19.884 15.047
S 5.984 17.685 14.806
Cl 9.952 13.542 7.089
C 10.095 12.885 8.604
C 9.090 12.953 9.563
C 9.324 12.692 10.921
C 10.622 12.324 11.362
C 11.009 12.212 12.681
C 11.583 12.095 10.292
C 11.387 12.408 8.987
H 8.046 13.161 9.278
H 8.545 12.798 11.636
H 12.048 11.938 12.822
H 10.300 12.294 13.492
H 12.357 11.415 10.609
H 12.266 12.415 8.284
N 6.711 8.432 14.117
C 5.825 9.247 14.860
O 4.616 9.095 14.835
C 6.481 10.345 15.650
C 5.572 11.079 16.491
C 6.132 12.187 17.168
C 7.450 12.574 16.902
N 8.330 11.858 16.156
C 7.793 10.796 15.486
H 6.318 7.541 13.844
H 7.608 8.344 14.549
H 4.549 10.692 16.583
H 5.561 12.755 17.865
H 7.798 13.529 17.268
H 8.548 10.265 14.942
*
```

- HOMO-LUMO gap (spin up / spin down): 2.0 / 3.8 eV
- LUMO energy (spin up / spin down): 3.1 / 3.1 eV
- Relative energy (zero: lowest compared OMol25 entry of this formula, charge and spin): 71.12 kcal per mole

Which max |F| belongs to each record? In order, 1.13; 0.37; 4.01 eV Å⁻¹.
Which DFT total energy belongs to each record? In order, -104472.0825; -153524.4055; -150936.0699 eV.